Record 1
79
Properties=species:S:1:pos:R:3 method="wB97M-V/def2-TZVPD" multiplicity=8 energy_ev=-119147.121 e_above_lowest_kj_mol=23.9 s2=16.03 homo_energy_ha="-0.296 / -0.295"
Gd -0.2552 -0.2987 0.4548
O 2.2436 2.1318 5.5166
C 3.0762 1.2161 5.0583
O 4.1117 0.9357 5.6125
C 2.6934 0.5019 3.8014
C 3.4554 -0.5200 3.2843
N 2.8450 -0.9438 2.1715
N 1.7335 -0.2626 1.9163
C 1.6135 0.6227 2.8991
C 0.4036 1.5231 2.8755
O 0.2487 2.3317 3.7883
O -0.3761 1.3413 1.8810
H 1.4440 2.2246 4.9272
H 4.3708 -0.9539 3.6614
H 3.0895 -1.7156 1.5766
Cl 1.9188 -0.9126 -1.2329
C 1.3576 -1.6338 -2.7291
C 2.3514 -2.1021 -3.5716
C 2.0020 -2.6712 -4.7809
C 0.6626 -2.7624 -5.1207
C -0.3106 -2.2822 -4.2609
Cl -1.9619 -2.4211 -4.7797
C -0.0130 -1.6874 -3.0159
S -1.2813 -1.0438 -2.0020
H 3.3897 -2.0173 -3.2718
H 2.7670 -3.0447 -5.4515
H 0.3592 -3.2080 -6.0600
O -1.3622 1.7578 -0.8428
C -0.1419 2.1242 -1.2019
O 0.8412 1.7109 -0.6214
C -0.1141 3.0741 -2.3900
N -1.5017 3.2579 -2.8501
C -1.6189 2.7934 -4.2617
C -0.4384 1.8477 -4.4367
C 0.6579 2.4885 -3.5808
H 0.3364 3.9978 -2.0263
H -1.8191 4.2082 -2.7333
H -1.9094 2.1833 -1.5550
H -1.5517 3.6401 -4.9476
H -2.5734 2.2970 -4.4183
H -0.1492 1.7420 -5.4817
H -0.6987 0.8608 -4.0471
H 1.1445 3.2987 -4.1221
H 1.4235 1.7875 -3.2536
O -0.0156 -2.4006 0.6958
Si -0.9285 -3.0609 1.8546
C -1.8232 -1.5320 2.5695
C -2.6423 -0.8079 1.6775
C -3.2729 0.3679 2.0575
C -3.1061 0.8581 3.3425
C -2.3174 0.1603 4.2437
C -1.6785 -1.0153 3.8588
C -2.2830 -4.1881 1.2708
C -2.9505 -5.0396 2.1604
C -4.0259 -5.8107 1.7375
C -4.4489 -5.7454 0.4137
C -3.7969 -4.9072 -0.4832
C -2.7194 -4.1374 -0.0585
C 0.1592 -3.9156 3.1099
C 0.9856 -3.1762 3.9702
C 1.9007 -3.8015 4.8081
C 2.0141 -5.1877 4.7968
C 1.2153 -5.9406 3.9450
C 0.2978 -5.3105 3.1100
H -2.8965 -1.2339 0.7086
H -3.9015 0.8962 1.3516
H -3.5793 1.7862 3.6377
H -2.1833 0.5417 5.2491
H -1.0765 -1.5472 4.5873
H -2.6346 -5.0971 3.2000
H -4.5309 -6.4657 2.4383
H -5.2857 -6.3491 0.0830
H -4.1206 -4.8570 -1.5177
H -2.2020 -3.5016 -0.7753
H 0.9279 -2.0893 3.9793
H 2.5226 -3.2088 5.4715
H 2.7235 -5.6792 5.4532
H 1.3048 -7.0202 3.9314
H -0.3181 -5.9140 2.4486

---

Record 2
74
Properties=species:S:1:pos:R:3 method="wB97M-V/def2-TZVPD" energy_ev=-58797.953 e_above_lowest_kj_mol=253.5 charge=+1 homo_energy_ha="-0.377 / -0.377"
Ir 0.1880 -0.3676 -0.4524
C -5.1388 0.0868 -5.1691
C -4.6148 -1.2751 -4.8348
C -5.0800 -2.3969 -5.5049
C -4.6309 -3.6690 -5.1950
C -3.7110 -3.8389 -4.1725
C -3.2186 -2.7387 -3.4978
C -3.6560 -1.4596 -3.8293
N -3.0775 -0.3304 -3.2131
C -2.4059 -0.3216 -2.0186
N -3.0101 -0.9857 -1.0084
C -2.6440 -1.2149 0.3143
C -1.4395 -0.7265 0.8672
C -1.1850 -0.9624 2.2207
C -2.0529 -1.7136 2.9905
C -3.2133 -2.2243 2.4172
C -3.5350 -1.9845 1.0945
C -4.8013 -2.5372 0.5164
N -1.3223 0.4066 -1.8704
C -0.6004 0.8608 -2.9875
C -0.2130 -0.0385 -3.9927
C 0.6042 0.3761 -5.0243
C 1.0331 1.6934 -5.0805
C 0.6386 2.5874 -4.0980
C -0.1661 2.1964 -3.0372
C -0.5693 3.1658 -1.9698
H -6.0119 0.0035 -5.8099
H -4.3923 0.6804 -5.6988
H -5.4240 0.6285 -4.2685
H -5.8133 -2.2679 -6.2859
H -4.9888 -4.5208 -5.7497
H -3.3596 -4.8221 -3.9048
H -2.4726 -2.8742 -2.7291
H -2.8110 0.4071 -3.8544
H -3.8446 -1.4911 -1.2892
H -0.2906 -0.5589 2.6764
H -1.8284 -1.9068 4.0279
H -3.8875 -2.8149 3.0233
H -5.3576 -3.0619 1.2875
H -4.5785 -3.2463 -0.2801
H -5.4403 -1.7445 0.1293
H -0.5254 -1.0699 -3.9290
H 0.9144 -0.3314 -5.7773
H 1.6776 2.0188 -5.8840
H 0.9637 3.6155 -4.1595
H -0.1119 4.1371 -2.1458
H -0.2687 2.7987 -0.9868
H -1.6520 3.2849 -1.9552
O -1.1291 -6.2126 -0.1561
C -0.0186 -5.6321 0.2813
C 0.9247 -6.4059 0.9705
C 2.0832 -5.8397 1.4489
C 2.3326 -4.4798 1.2889
C 1.4206 -3.7071 0.5982
C 0.2696 -4.2698 0.0674
C -0.6499 -3.4508 -0.7833
O -1.8015 -3.8709 -0.9825
O -0.1692 -2.3934 -1.2908
H -1.6880 -5.5183 -0.5900
H 0.6970 -7.4466 1.1273
H 2.8004 -6.4612 1.9605
H 3.2354 -4.0461 1.6848
H 1.5844 -2.6410 0.4555
I 2.8135 -0.1877 -1.7103
C 2.7871 1.1876 -0.0870
C 3.9185 1.8219 0.3763
C 3.7829 2.6597 1.4790
C 2.5301 2.8031 2.0666
C 1.4552 2.1280 1.5214
N 1.5706 1.3304 0.4533
H 4.8744 1.6764 -0.1034
H 4.6418 3.1835 1.8675
H 2.3945 3.4387 2.9260
H 0.4592 2.2149 1.9306

---

Record 3
75
Properties=species:S:1:pos:R:3 method="wB97M-V/def2-TZVPD" energy_ev=-186019.368 homo_energy_ha="-0.266 / -0.266"
Au 0.0586 -2.6246 -0.1017
C 4.5681 2.8110 -1.3426
C 3.8155 1.6041 -0.8759
C 4.4591 0.4998 -0.3385
C 3.7579 -0.6180 0.0893
C 4.5232 -1.7790 0.5950
O 5.6077 -1.6557 1.1318
C 3.9263 -3.1220 0.3748
C 3.2822 -3.4486 -0.8146
C 2.7583 -4.7158 -0.9890
C 2.8760 -5.6637 0.0158
C 3.5319 -5.3494 1.1943
C 4.0686 -4.0858 1.3677
C 2.3331 -0.6303 0.0807
O 1.6889 -1.6157 0.6049
C 1.6897 0.4906 -0.5184
C 2.4282 1.5584 -0.9916
C 0.2181 0.5284 -0.6568
N -0.6114 0.5173 0.3128
C -0.1967 0.5551 1.6869
C -1.3277 1.1968 2.4599
Te -1.8921 3.0365 1.4750
C -0.0694 3.9536 2.1092
C 0.1385 4.1735 3.4620
C 1.3468 4.6766 3.9088
C 2.3541 4.9691 3.0052
C 2.1416 4.7618 1.6536
C 0.9344 4.2549 1.2046
C -0.3128 0.6621 -2.0241
C -1.6441 1.0357 -2.2062
C -2.1727 1.1560 -3.4755
C -1.3763 0.9242 -4.5875
C -0.0499 0.5661 -4.4171
C 0.4800 0.4227 -3.1468
H 5.6335 2.7003 -1.1600
H 4.2170 3.7024 -0.8235
H 4.4076 2.9718 -2.4085
H 5.5375 0.4712 -0.2665
H 3.1992 -2.7061 -1.5983
H 2.2606 -4.9726 -1.9133
H 2.4652 -6.6525 -0.1314
H 3.6321 -6.0938 1.9708
H 4.5920 -3.8260 2.2761
H 1.9085 2.3900 -1.4509
H 0.7350 1.1256 1.8301
H -0.0226 -0.4639 2.0550
H -1.0444 1.3968 3.4875
H -2.2025 0.5548 2.4373
H -0.6511 3.9549 4.1698
H 1.4997 4.8429 4.9651
H 3.3042 5.3501 3.3528
H 2.9239 4.9955 0.9465
H 0.7696 4.0956 0.1480
H -2.2443 1.2232 -1.3272
H -3.2083 1.4338 -3.6100
H -1.7925 1.0156 -5.5811
H 0.5751 0.3909 -5.2810
H 1.5092 0.1128 -3.0336
C -5.3343 0.9858 0.0055
N -5.7321 -0.3914 0.0341
C -7.0039 -0.8883 0.0067
C -6.9104 -2.2370 0.0773
N -5.5842 -2.5582 0.1571
C -5.0754 -3.8933 0.2557
C -4.8567 -1.4211 0.1296
Se -3.0271 -1.1746 0.2228
H -6.2087 1.6287 0.0649
H -4.7837 1.2037 -0.9122
H -4.6700 1.1915 0.8493
H -7.8636 -0.2540 -0.0398
H -7.6710 -2.9895 0.0899
H -5.8968 -4.5638 0.4996
H -4.3117 -3.9408 1.0335
H -4.6175 -4.2048 -0.6856
Se -1.7919 -3.5492 -1.0907

---

Record 4
77
Properties=species:S:1:pos:R:3 method="wB97M-V/def2-TZVPD" energy_ev=-69177.035 e_above_lowest_kj_mol=422.4 homo_energy_ha=-0.255
C 4.8920 4.4535 0.8276
C 3.6569 3.6374 0.6721
C 3.1250 3.1041 -0.4867
C 1.9493 2.2640 -0.2901
C 1.6577 2.0680 1.0387
B 0.3485 1.5611 2.0846
C 0.9902 0.2307 2.8114
C 1.1898 0.1754 4.1847
C 1.6336 -0.9989 4.7834
C 1.7478 -1.0351 6.2955
F 2.8272 -1.7574 6.7234
F 1.8724 0.2309 6.8170
F 0.6457 -1.5952 6.8957
C 2.0006 -2.0941 4.0124
C 1.9467 -1.9602 2.6207
C 2.5781 -3.0188 1.7735
F 1.9764 -4.2401 1.9125
F 2.5172 -2.7037 0.4449
F 3.8976 -3.1894 2.0863
C 1.3718 -0.8362 2.0249
O 0.0994 2.4493 3.1981
C -1.2147 2.9154 3.4713
C -1.9023 3.3369 2.1613
C -3.3545 3.6472 2.4777
C -1.1816 4.5022 1.5131
C -1.9057 2.1011 1.2176
O -0.6831 1.3603 1.1355
S 2.7841 3.0178 2.0278
H 5.3682 4.5767 -0.1474
H 4.7082 5.4554 1.2355
H 5.5827 3.9233 1.4932
H 3.5660 3.3056 -1.4624
H 1.3888 1.8497 -1.1194
H 1.0719 1.0408 4.8277
H 2.3512 -3.0247 4.4636
H 1.2990 -0.7422 0.9439
H -1.8260 2.1260 3.9562
H -1.1338 3.7626 4.1730
H -3.9260 3.9129 1.5802
H -3.8252 2.7610 2.9327
H -3.4584 4.4809 3.1794
H -1.6408 4.7407 0.5487
H -1.2479 5.3930 2.1444
H -0.1227 4.2598 1.3681
H -2.6573 1.3767 1.5719
H -2.1547 2.4079 0.1904
C -0.3020 -0.5444 -6.5799
N -0.7285 -0.6388 -5.1971
C 0.0663 -0.5366 -4.0933
C -0.6962 -0.8088 -2.9247
C -0.2143 -1.2017 -1.6370
C -0.1319 -2.6630 -1.4991
C -1.1528 -3.4212 -0.8677
C -1.1931 -4.8093 -0.9755
C -0.1645 -5.4958 -1.6397
C 0.8896 -4.7748 -2.2191
C 0.9025 -3.3870 -2.1594
C -2.0779 -1.0502 -3.4228
C -3.2374 -1.5455 -2.8458
C -4.3441 -1.8826 -3.6459
C -4.2839 -1.7511 -5.0452
C -3.1090 -1.2789 -5.6521
C -2.0397 -0.9428 -4.8284
H -1.0617 -0.0215 -7.1755
H 0.6449 0.0053 -6.6077
H -0.1657 -1.5402 -7.0297
H 1.1367 -0.3752 -4.1844
H -0.1103 -0.5417 -0.7909
H -1.9474 -2.8859 -0.3421
H -2.0322 -5.3585 -0.5487
H -0.1842 -6.5832 -1.7176
H 1.7089 -5.3034 -2.7177
H 1.7064 -2.8146 -2.6145
H -3.2771 -1.6377 -1.7601
H -5.2626 -2.2506 -3.1954
H -5.1486 -2.0043 -5.6622
H -2.9994 -1.1886 -6.7355

---

Record 5
90
Properties=species:S:1:pos:R:3 method="wB97M-V/def2-TZVPD" multiplicity=3 energy_ev=-110953.992 e_above_lowest_kj_mol=154.9 charge=-2 s2=2.03 homo_energy_ha="-0.086 / -0.109"
Mo -1.5240 -0.6292 -0.7505
C -2.4540 -0.7832 4.6702
C -1.9510 0.4785 4.0428
N -1.0726 1.2058 4.6991
C -0.5940 2.3228 4.1191
C -0.9279 2.7141 2.8471
C -0.2941 3.9402 2.2552
O -1.2304 5.0228 2.1129
C -1.8581 1.9403 2.1215
C -2.1402 2.3177 0.7376
N -2.2196 1.4665 -0.2048
C -2.3661 1.8154 -1.5697
C -2.7748 3.0132 -2.1351
C -2.7484 3.0974 -3.5226
C -2.3365 2.0108 -4.2930
C -1.9554 0.8108 -3.6970
C -1.9730 0.7053 -2.3120
I -5.6240 0.7369 -0.3686
C -2.4696 0.8335 2.7453
O -3.4916 0.1969 2.2857
H -2.0805 -0.8574 5.6899
H -2.0976 -1.6422 4.0958
H -3.5443 -0.8160 4.6536
H 0.1419 2.8843 4.6873
H 0.0997 3.7467 1.2558
H 0.5417 4.2543 2.8888
H -1.8412 4.9517 2.8539
H -2.2229 3.3810 0.5061
H -3.1199 3.8439 -1.5308
H -3.0660 4.0116 -4.0108
H -2.3276 2.1025 -5.3737
H -1.6502 -0.0331 -4.3048
Te -3.8599 -1.1988 0.4297
N -0.7978 -4.8236 -1.0974
C 0.2228 -4.3517 -2.0570
C 0.0422 -2.8567 -2.3517
O 0.5448 -2.3689 -3.3426
O -0.6518 -2.2724 -1.4408
H -0.4409 -5.4739 -0.4037
H -1.6705 -5.2061 -1.5568
H -1.1164 -4.0023 -0.5697
H 0.1591 -4.9171 -2.9821
H 1.2094 -4.4649 -1.6080
F 1.0878 -2.9007 1.0967
B -0.0822 -3.0611 1.8544
F -1.1243 -2.2164 1.3221
F -0.5103 -4.4002 1.7472
F 0.1221 -2.7279 3.1858
F -3.2526 -3.9728 -0.1362
Te -4.1545 -3.8793 -1.8203
F -3.0599 -5.6983 -1.9629
F -5.2775 -5.2729 -0.9791
F -2.3934 -3.5772 -2.8959
F -5.6627 -2.8529 -0.9072
O -3.4490 -1.7906 -1.3859
N 0.1581 0.1471 -0.1864
P 1.6591 0.4459 -0.2014
C 2.4633 0.2512 1.4183
C 1.6395 0.0484 2.5162
C 2.1906 -0.1259 3.7804
C 3.5648 -0.0948 3.9473
C 4.3979 0.0913 2.8491
C 3.8490 0.2548 1.5888
C 1.9876 2.1775 -0.7094
C 3.0643 2.9465 -0.2774
C 3.1733 4.2765 -0.6612
C 2.2128 4.8483 -1.4850
C 1.1412 4.0852 -1.9280
C 1.0293 2.7581 -1.5393
C 2.6863 -0.5531 -1.3157
C 3.0870 -1.8292 -0.9237
C 3.7645 -2.6471 -1.8148
C 4.0376 -2.2017 -3.1008
C 3.6245 -0.9405 -3.4998
C 2.9464 -0.1200 -2.6117
H 0.5692 -0.0139 2.3663
H 1.5324 -0.3072 4.6189
H 3.9945 -0.2390 4.9319
H 5.4748 0.0872 2.9732
H 4.5014 0.3535 0.7277
H 3.8052 2.5229 0.3885
H 4.0047 4.8722 -0.3032
H 2.2949 5.8901 -1.7709
H 0.3796 4.5187 -2.5646
H 0.1819 2.1625 -1.8607
H 2.8357 -2.1877 0.0673
H 4.0683 -3.6409 -1.5077
H 4.5520 -2.8488 -3.8011
H 3.8084 -0.6032 -4.5124
H 2.6074 0.8586 -2.9314

---

Record 6
79
Properties=species:S:1:pos:R:3 method="wB97M-V/def2-TZVPD" energy_ev=-86458.245 e_above_lowest_kj_mol=79.1 charge=+1 homo_energy_ha=-0.400
Sn -0.8937 -0.0081 -1.0103
C 3.4090 -0.8251 0.9957
C 2.0731 -0.1872 0.7259
N 1.4700 -0.3978 -0.3932
N 2.1729 -1.0313 -1.3748
C 1.5516 -1.8572 -2.1179
S -0.1362 -2.2482 -1.9856
S 2.5182 -2.5965 -3.4002
C 2.2456 -4.3690 -2.9833
C 3.1159 -4.7782 -1.8321
C 2.6668 -4.6309 -0.5227
C 3.4773 -4.9922 0.5443
C 4.7504 -5.4935 0.3126
C 5.2076 -5.6349 -0.9909
C 4.3962 -5.2734 -2.0557
C 1.4547 0.6463 1.7412
C 2.2779 1.2186 2.7259
C 1.7781 2.0435 3.7053
C 0.4109 2.3191 3.7181
C -0.4149 1.7524 2.7709
C 0.0730 0.8804 1.7874
O -0.8253 0.2741 1.0109
H 3.5680 -1.6717 0.3362
H 3.4717 -1.1570 2.0296
H 4.2095 -0.1053 0.8057
H 2.4982 -4.8977 -3.9000
H 1.1865 -4.4991 -2.7692
H 1.6725 -4.2374 -0.3348
H 3.1121 -4.8856 1.5582
H 5.3854 -5.7700 1.1440
H 6.1986 -6.0270 -1.1791
H 4.7613 -5.3742 -3.0716
H 3.3429 1.0321 2.6932
H 2.4345 2.4680 4.4521
H 0.0009 2.9873 4.4651
H -1.4792 1.9458 2.7729
C -5.2202 1.0099 -0.8373
C -4.2889 1.8437 -0.0090
N -4.7749 2.4649 1.0484
C -4.0145 3.3235 1.7379
C -2.7409 3.6720 1.3465
C -2.0120 4.7413 2.1274
O -2.4012 6.0495 1.7326
C -2.1770 2.9600 0.2718
C -0.8026 3.1928 -0.1329
N -0.0860 2.3451 -0.7696
C 1.2396 2.6999 -1.0928
C 2.1036 3.2995 -0.1781
C 3.3988 3.6151 -0.5520
C 3.8427 3.3481 -1.8423
C 3.0029 2.7170 -2.7474
C 1.7132 2.3951 -2.3540
I 0.4243 1.4571 -3.6948
C -2.9320 1.9937 -0.3922
O -2.4541 1.2778 -1.4152
H -6.0513 0.6717 -0.2218
H -4.6972 0.1685 -1.2838
H -5.6273 1.6158 -1.6501
H -4.4486 3.7355 2.6416
H -0.9274 4.6178 2.0723
H -2.3015 4.6689 3.1755
H -2.2078 6.1841 0.7996
H -0.3780 4.1722 0.0916
H 1.7620 3.4839 0.8343
H 4.0619 4.0780 0.1670
H 4.8441 3.6207 -2.1468
H 3.3377 2.4940 -3.7509
C -5.5555 -3.3515 -0.9616
N -4.4907 -2.4968 -0.4482
C -4.3366 -2.0779 0.8533
C -3.2144 -1.3139 0.8879
N -2.6847 -1.2693 -0.3833
C -3.4771 -1.9896 -1.1580
H -6.2121 -3.6270 -0.1427
H -5.1352 -4.2541 -1.3996
H -6.1323 -2.8264 -1.7198
H -5.0205 -2.3654 1.6324
H -2.7363 -0.8033 1.7039
H -3.3339 -2.1609 -2.2134